Here is a structure of composition C39H45AsO3P2PtSTe from the Open Molecules 2025 dataset. Energies are from the ωB97M-V functional and the def2-TZVPD basis.

```
93
Properties=species:S:1:pos:R:3:lowdin_charge:R:1
Pt -0.118 0.106 -0.207 0.466
Te -0.540 -0.011 -2.972 0.622
As -0.608 3.979 -1.035 0.723
S -0.390 2.466 0.416 0.198
P -1.940 -1.768 -2.122 0.124
P -0.801 -0.405 1.969 0.906
O -3.496 -1.371 -2.181 -0.271
O -1.815 -3.082 -3.017 -0.269
O -1.560 -2.090 -0.729 -0.399
C 2.640 -3.551 -0.925 -0.080
C -1.909 -4.108 3.363 -0.081
C -0.174 0.149 4.649 -0.085
C -2.459 4.376 -1.417 -0.238
C 6.260 0.618 -1.926 -0.085
C -2.481 0.227 2.218 -0.374
C 2.534 -1.221 -0.279 -0.308
C 1.990 0.138 -0.444 -0.323
C -4.380 0.862 -2.194 -0.080
C 0.196 0.270 3.311 -0.353
C -0.914 -2.182 2.322 -0.340
C -1.932 -2.752 3.077 -0.086
C 2.686 1.230 -0.772 -0.137
C 3.796 -2.813 1.046 -0.086
C -1.273 -4.093 -5.112 -0.070
C -4.792 0.110 1.548 -0.084
C -3.507 -0.402 1.505 -0.099
C 4.540 2.702 -1.416 -0.059
C 0.133 -2.979 1.864 -0.077
C 0.147 5.618 -0.354 -0.254
C 4.972 0.352 -1.492 -0.022
C 3.441 -3.835 0.173 -0.106
C -2.755 1.386 2.936 -0.104
C 1.401 0.879 2.974 -0.109
C -5.065 1.260 2.280 -0.088
C -2.113 -3.047 -4.418 -0.312
C -4.045 1.899 2.967 -0.085
C 0.665 0.624 5.640 -0.079
C 0.159 -4.331 2.162 -0.062
C 4.081 1.394 -1.219 -0.202
C 0.246 3.698 -2.737 -0.252
C 2.182 -2.262 -1.146 -0.065
C 2.243 1.349 3.974 -0.070
C 5.827 2.968 -1.849 -0.098
C 6.700 1.921 -2.105 -0.105
C -4.084 -0.371 -3.017 -0.317
C 1.876 1.218 5.303 -0.083
C -0.864 -4.898 2.909 -0.082
C 3.352 -1.521 0.821 -0.062
H -0.215 -3.851 -5.016 0.080
H -3.182 -3.240 -4.541 0.120
H 2.148 2.177 -0.733 0.033
H 4.661 -0.674 -1.382 0.102
H 1.209 5.459 -0.181 0.036
H -4.992 -0.820 -3.423 0.119
H 4.422 -3.023 1.904 0.103
H -1.524 -4.140 -6.171 0.078
H 3.785 -4.847 0.351 0.098
H 3.649 -0.723 1.491 0.114
H 0.209 4.639 -3.287 0.042
H -2.753 -2.146 3.439 0.103
H -2.882 3.541 -1.973 0.019
H -3.454 1.219 -1.737 0.045
H -0.848 -5.957 3.134 0.101
H 1.281 3.397 -2.580 0.029
H -5.582 -0.392 1.003 0.105
H 2.531 1.581 6.084 0.102
H 7.709 2.116 -2.443 0.096
H -1.447 -5.073 -4.670 0.080
H -0.004 6.423 -1.073 0.039
H 3.180 1.821 3.708 0.107
H -4.249 2.799 3.532 0.101
H 1.660 0.998 1.927 0.049
H 6.147 3.994 -1.988 0.097
H 1.542 -2.053 -1.994 0.057
H -3.287 -1.274 0.899 0.097
H 0.975 -4.941 1.798 0.100
H -1.961 1.895 3.468 0.100
H 2.356 -4.339 -1.610 0.105
H 0.379 0.528 6.680 0.103
H 6.928 -0.209 -2.132 0.102
H -1.889 -2.048 -4.810 0.070
H -4.793 1.651 -2.826 0.080
H -6.072 1.657 2.310 0.100
H -2.985 4.473 -0.469 0.040
H -3.409 -0.137 -3.845 0.063
H -2.712 -4.547 3.942 0.102
H -0.335 5.861 0.591 0.038
H -0.278 2.912 -3.276 -0.044
H -2.542 5.295 -1.996 0.040
H -1.114 -0.322 4.913 0.111
H -5.091 0.641 -1.399 0.069
H 0.917 -2.550 1.258 0.074
H 3.860 3.523 -1.215 0.097
```

As for the HOMO-LUMO gap (alpha / beta): 6.1184 / 6.7348 eV. Its LUMO energy (alpha / beta) is 0.27 / -0.36 eV. As for the net charge: 0. The HOMO energy (alpha / beta) comes out at -5.85 / -7.10 eV. Its spin multiplicity is 3.

---

Here is a structure of composition C39H45BeN5P2 from the Open Molecules 2025 dataset. Energies are from the ωB97M-V functional and the def2-TZVPD basis.

```
92
Properties=species:S:1:pos:R:3:lowdin_charge:R:1
P -1.865 -1.386 -0.810 1.145
P 0.252 1.289 0.457 1.202
N -3.517 -1.613 -1.054 -0.327
N 0.464 2.917 0.634 -0.287
N -1.639 -3.049 -1.865 -0.206
N -0.773 0.766 2.375 -0.074
N 2.612 1.254 0.629 -0.137
C -3.715 2.767 3.391 -0.086
C 1.079 -0.064 6.025 -0.118
C -5.471 -2.685 -0.592 -0.072
C 0.766 4.730 1.946 -0.075
C 4.039 -0.504 -2.760 -0.118
C -4.648 2.349 2.436 -0.101
C -0.292 -0.320 5.868 -0.100
C -4.091 -2.749 -0.442 -0.134
C 1.329 0.664 -3.810 -0.166
C 2.307 -2.246 -2.073 -0.160
C 1.344 -1.594 0.347 -0.138
C 3.778 -1.979 -2.308 -0.121
C 1.260 0.403 3.657 -0.062
C -0.684 -4.031 -1.588 -0.198
C -0.718 -5.033 -2.547 -0.103
C -0.999 1.420 -0.993 -0.358
C 1.951 1.056 -2.539 -0.051
C -1.767 -4.694 -3.455 -0.100
C 4.906 1.590 0.652 -0.098
C -2.423 2.256 3.388 -0.040
C -0.896 -0.203 4.620 -0.041
C 3.612 2.193 0.574 -0.141
C -5.764 -1.454 -1.280 -0.092
C -1.496 0.170 -1.762 -0.357
C -4.297 1.405 1.464 -0.085
C -4.565 -0.806 -1.524 -0.138
C 4.690 0.219 0.726 -0.084
C 0.835 3.992 -0.210 -0.129
C 3.243 -0.013 0.750 -0.281
C 1.854 0.297 4.910 -0.090
C 0.512 3.384 1.953 -0.130
C -0.141 0.291 3.528 -0.295
C 3.137 0.499 -2.043 -0.212
C 1.249 -1.627 -2.737 -0.081
C -2.300 -3.480 -3.016 -0.157
C 0.983 5.117 0.581 -0.090
C -3.019 0.882 1.463 -0.064
C -2.073 1.297 2.425 -0.323
C 1.319 -0.879 -3.998 -0.148
Be 2.425 -0.758 -1.119 0.133
H -3.446 -3.465 0.049 0.107
H 0.347 2.676 2.750 0.083
H 5.829 2.151 0.710 0.086
H 0.794 5.341 2.825 0.091
H -5.028 1.081 0.725 0.093
H 3.007 -0.616 1.609 0.080
H 5.394 -0.560 1.018 0.098
H 1.375 -1.458 1.447 0.014
H -2.077 -5.258 -4.325 0.087
H -0.685 -0.119 -2.453 0.036
H 1.220 -2.671 0.125 -0.013
H -1.831 1.991 -0.563 0.069
H -1.955 -0.418 4.469 0.115
H -3.126 -2.919 -3.431 0.100
H -2.343 0.417 -2.397 0.066
H 5.083 -0.269 -2.488 0.129
H 2.055 -3.242 -1.697 0.124
H 0.946 3.849 -1.268 0.086
H -0.900 -0.588 6.734 0.099
H -0.072 -3.964 -0.709 0.081
H -4.332 0.141 -1.985 0.096
H 0.319 1.068 -3.939 0.107
H 2.913 0.522 5.020 0.100
H -5.664 2.738 2.482 0.095
H 3.418 3.251 0.511 0.095
H -6.148 -3.434 -0.251 0.085
H 4.011 -0.425 -3.860 0.118
H 1.254 6.101 0.244 0.089
H 4.160 -2.707 -3.023 0.137
H -0.527 2.081 -1.724 0.050
H -3.979 3.514 4.136 0.100
H 0.472 -1.163 -4.634 0.135
H 0.389 -1.155 0.035 -0.111
H 0.233 -2.029 -2.546 0.087
H 1.686 2.067 -2.190 0.102
H 1.523 -0.088 7.024 0.091
H 4.353 -2.149 -1.380 0.129
H 2.230 -1.157 -4.534 0.112
H -6.743 -1.082 -1.564 0.093
H -0.060 -5.888 -2.595 0.087
H 1.863 0.672 2.788 0.070
H 1.876 1.107 -4.651 0.135
H 3.741 1.292 -1.596 0.105
H -2.704 0.147 0.711 0.027
H -1.667 2.573 4.118 0.123
```

As for the HOMO-LUMO gap (alpha / beta): 5.1326 / 5.2634 eV. Its LUMO energy (alpha / beta) is -1.27 / -1.19 eV. As for the net charge: 0. The HOMO energy (alpha / beta) comes out at -6.40 / -6.45 eV.

---

We obtain total energy values of -148109.416; -67592.107 eV for the records listed above, in that order.
We obtain energy above the lowest of the compared OMol25 structures with the same formula, charge and spin values of 0.183; 0.000 eV for the records listed above, in that order.